No. 1
15
Properties=species:S:1:pos:R:3:forces:R:3 method="wB97M-V/def2-TZVPD" homo_ev=-15.1 molar_mass_g_mol=231.45 e_above_lowest_kj_mol=23.4 total_energy_ev=-50321.0684 homo_lumo_gap_ev=9.2514 total_charge=+1 lumo_ev=-5.82
C -0.568 0.998 0.261 2.280 -1.284 -0.406
C -0.130 -1.397 0.610 -1.281 -0.605 -0.796
C 3.759 0.215 -0.660 -0.333 -0.790 0.374
C -1.891 0.903 -0.323 -2.318 -0.148 -0.711
N -2.131 0.934 -1.553 0.402 0.087 1.823
N 0.217 0.005 0.595 1.884 0.375 2.099
N -1.268 -1.604 0.147 -0.898 -0.903 0.756
O 4.735 0.683 -0.955 2.856 1.730 -1.084
O 2.808 -0.325 -0.319 -2.342 -0.834 0.651
Cl 0.151 2.476 0.321 0.026 1.256 0.212
Cl 1.071 -2.517 1.178 -0.520 0.896 -0.014
Cl -2.953 0.935 1.171 0.464 0.007 -1.300
H -3.110 0.928 -1.842 0.041 -0.013 0.192
H 1.122 0.260 1.129 -1.688 -0.507 -1.511
H -1.813 -2.493 0.240 1.428 0.734 -0.284



No. 2
93
Properties=species:S:1:pos:R:3:forces:R:3 method="wB97M-V/def2-TZVPD" homo_ev="-7.2 / -7.1" molar_mass_g_mol=1053.17 e_above_lowest_kj_mol=0.0 total_energy_ev=-235598.2849 spin_multiplicity=2 homo_lumo_gap_ev="6.2334 / 5.5347" s2=1.16 lumo_ev="-0.92 / -1.61"
Fe 0.567 0.311 0.209 0.508 0.067 0.565
O -1.578 -3.170 -1.241 -0.107 -0.084 -0.049
C -1.342 -2.985 -2.566 -0.060 0.033 0.043
C -1.849 -3.929 -3.455 -0.011 0.008 -0.010
C -1.597 -3.806 -4.810 -0.013 0.032 -0.012
C -0.835 -2.746 -5.295 -0.016 -0.002 -0.020
C -0.317 -1.820 -4.410 -0.058 -0.006 0.038
C -0.561 -1.924 -3.041 -0.061 0.055 -0.027
C 0.072 -0.991 -2.083 0.048 0.009 0.113
O -0.502 -0.840 -0.915 -0.206 -0.119 -0.430
N 1.197 -0.431 -2.421 0.017 -0.016 -0.056
N 1.685 0.300 -1.341 -0.055 -0.222 0.025
C 2.803 0.905 -1.502 0.064 0.062 -0.075
C 3.431 1.710 -0.481 -0.017 -0.001 0.051
C 4.542 2.489 -0.852 -0.021 -0.061 -0.069
C 5.207 3.286 0.045 0.028 0.049 0.074
C 4.768 3.305 1.379 -0.013 -0.029 -0.069
C 3.697 2.546 1.780 0.010 0.000 -0.011
C 2.981 1.723 0.873 -0.039 -0.141 -0.002
O 1.984 1.022 1.320 0.014 0.224 0.078
H -1.329 -2.330 -0.790 0.027 0.052 0.005
H -2.441 -4.744 -3.061 -0.001 0.001 0.003
H -2.002 -4.540 -5.495 -0.002 -0.002 0.000
H -0.645 -2.651 -6.356 0.003 -0.003 0.002
H 0.302 -1.003 -4.754 0.010 -0.006 -0.004
H 3.280 0.819 -2.479 0.010 0.029 0.009
H 4.867 2.450 -1.887 0.006 0.009 0.009
H 6.054 3.881 -0.266 -0.002 -0.001 0.001
H 5.283 3.925 2.103 0.002 0.001 0.002
H 3.358 2.547 2.809 0.011 0.004 0.000
Se -1.975 5.840 4.600 -0.041 0.099 0.100
N -2.123 4.069 4.677 -0.009 -0.092 -0.005
C -1.583 3.591 3.590 -0.007 -0.079 0.014
C -1.502 2.163 3.290 -0.006 0.128 0.017
C -2.034 1.172 4.112 -0.027 -0.011 0.024
C -1.912 -0.144 3.726 0.025 0.026 -0.051
C -1.222 -0.446 2.553 -0.033 -0.054 0.046
N -0.690 0.488 1.779 0.003 0.049 -0.023
C -0.860 1.777 2.119 -0.006 0.039 -0.061
C -0.378 2.767 1.153 -0.011 -0.010 -0.029
N 0.090 2.274 -0.007 -0.103 0.004 -0.005
C 0.501 3.119 -0.941 -0.018 0.051 0.010
C 0.503 4.500 -0.752 -0.020 -0.058 0.011
C 0.031 5.012 0.435 0.013 0.098 -0.017
C -0.446 4.133 1.405 -0.060 -0.038 0.136
C -1.043 4.566 2.668 0.041 -0.008 -0.079
N -1.153 5.816 3.023 0.048 0.003 -0.106
H -2.539 1.454 5.027 0.003 0.005 -0.002
H -2.325 -0.943 4.324 0.006 -0.014 -0.012
H -1.075 -1.467 2.230 0.016 -0.003 0.006
H 0.842 2.677 -1.866 0.011 0.003 0.001
H 0.868 5.148 -1.536 0.002 -0.012 -0.012
H 0.005 6.077 0.623 -0.003 -0.007 0.007
C -7.898 4.967 -0.088 0.019 -0.018 -0.003
C -6.737 4.045 -0.340 -0.006 0.000 0.004
C -5.502 4.535 -0.746 -0.001 0.004 -0.008
C -4.426 3.692 -0.994 0.026 0.068 -0.004
C -3.118 4.303 -1.419 -0.025 0.007 0.016
C -4.581 2.304 -0.821 0.118 -0.031 -0.053
Te -2.957 1.019 -1.219 -0.188 -0.036 0.025
C -5.819 1.794 -0.391 -0.047 -0.073 0.019
C -6.083 0.324 -0.187 -0.002 0.049 0.003
C -6.872 2.675 -0.169 0.002 0.006 0.043
H -7.612 6.009 -0.228 -0.002 0.000 0.002
H -8.274 4.850 0.929 -0.006 0.005 -0.002
H -8.723 4.748 -0.768 -0.002 0.002 0.002
H -5.374 5.604 -0.876 0.001 -0.003 -0.001
H -3.216 5.383 -1.534 -0.009 -0.002 -0.006
H -2.768 3.876 -2.361 0.001 0.009 0.008
H -2.340 4.113 -0.678 0.000 -0.010 -0.024
H -5.168 -0.226 0.019 -0.027 -0.016 0.015
H -6.536 -0.110 -1.082 0.041 -0.021 -0.010
H -6.779 0.175 0.639 -0.021 0.013 -0.015
H -7.827 2.274 0.154 0.006 -0.002 0.001
C 4.265 -1.693 0.085 0.016 0.018 -0.008
N 3.221 -2.446 -0.579 -0.036 -0.021 0.024
C 2.047 -2.816 -0.017 0.023 -0.154 -0.113
Se 1.452 -2.468 1.681 -0.038 0.188 -0.107
N 1.363 -3.515 -0.952 0.053 -0.004 0.075
C 2.078 -3.570 -2.138 0.043 -0.055 -0.014
C 1.782 -4.102 -3.380 0.067 -0.066 0.001
C 2.737 -3.938 -4.372 0.031 -0.007 0.027
C 3.938 -3.268 -4.129 -0.013 0.005 0.029
C 4.227 -2.731 -2.882 0.018 -0.017 -0.016
C 3.271 -2.895 -1.895 0.026 0.059 0.008
H 3.863 -1.311 1.020 -0.007 0.009 0.004
H 4.569 -0.854 -0.540 0.011 -0.033 -0.008
H 5.125 -2.333 0.285 -0.008 -0.005 0.007
H 0.427 -3.858 -0.779 -0.001 0.058 -0.061
H 0.840 -4.599 -3.572 0.048 0.015 -0.003
H 2.542 -4.333 -5.361 -0.008 0.004 -0.002
H 4.656 -3.160 -4.930 0.000 0.000 -0.002
H 5.152 -2.204 -2.692 -0.004 -0.001 -0.008



No. 3
23
Properties=species:S:1:pos:R:3:forces:R:3 method="wB97M-V/def2-TZVPD" homo_ev="-14.9 / -14.6" molar_mass_g_mol=138.17 e_above_lowest_kj_mol=194.4 total_energy_ev=-13486.7142 spin_multiplicity=2 homo_lumo_gap_ev="11.0144 / 5.9962" total_charge=+1 s2=0.76 lumo_ev="-3.87 / -8.56"
N 1.248 -1.553 0.864 2.312 4.517 1.747
C 0.747 -0.423 1.576 0.263 0.366 3.665
C 0.293 0.676 0.564 2.173 5.810 -1.405
N -0.057 0.358 -0.759 -2.869 -2.328 2.077
C -0.413 1.372 -1.703 0.624 3.756 -0.154
C -1.157 -0.683 -0.777 0.068 -1.416 0.237
O 0.645 1.863 0.858 -1.734 -4.620 -0.810
H 2.039 -1.154 0.286 -0.362 -1.849 -0.234
H 0.486 -1.983 0.470 -1.279 -2.039 -1.618
H -0.091 -0.608 2.296 0.242 -0.479 -1.306
H 1.417 0.162 2.347 -0.325 -1.393 -2.182
H -0.793 0.990 -2.629 -0.135 -0.708 -0.180
H 0.524 1.887 -1.937 -0.073 0.243 -0.190
H -1.106 2.237 -1.402 0.713 -1.605 0.213
H -1.945 -0.397 -0.121 -0.595 0.656 0.521
H -1.660 -0.875 -1.740 1.011 0.401 0.090
H -0.854 -1.667 -0.373 -0.033 0.505 -0.635
H -2.617 -0.415 2.610 2.146 2.866 -0.695
H -1.430 0.841 2.583 0.308 0.424 1.777
O -2.083 0.345 2.132 -2.813 -2.981 -0.880
H 2.376 -0.756 -2.419 1.282 0.995 3.554
H 1.805 0.189 -1.296 2.024 -1.250 -0.351
O 2.627 -0.406 -1.431 -2.948 0.129 -3.240